[1]
Below is a structure of composition C20H12Br2N2NaO3 at a distorted geometry, with properties calculated with wB97M-V/def2-TZVPD.

Output
LUMO level = 2.4 eV
charge = -1
largest force on an atom = 3.77 eV Å⁻¹
HOMO-LUMO gap = 6.681 eV
HOMO energy = -4.3 eV

Each line ends with the natural charge from an NBO analysis.
CARTESIAN COORDINATES (ANGSTROEM)
Na 7.40 4.74 4.51  0.923
C 5.45 4.89 7.58  -0.656
C 6.92 4.72 7.86  0.214
C 7.33 4.61 9.22  -0.266
C 8.68 4.50 9.50  -0.159
C 9.60 4.44 8.44  -0.026
C 11.03 4.37 8.65  -0.251
Br 11.90 4.24 10.25  0.049
C 11.90 4.39 7.51  -0.206
C 11.40 4.51 6.23  -0.235
Br 12.58 4.66 4.78  0.033
C 9.95 4.48 5.95  0.397
O 9.48 4.27 4.77  -0.779
C 9.08 4.53 7.11  0.059
N 7.78 4.77 6.84  -0.456
H 4.94 5.79 8.03  0.222
H 4.87 4.04 8.02  0.213
H 5.34 4.90 6.50  0.244
H 6.57 4.81 9.96  0.211
H 9.04 4.54 10.51  0.215
H 12.97 4.27 7.66  0.222
O 3.93 7.10 3.61  -0.711
C 5.02 6.53 3.85  0.717
O 5.36 5.32 3.66  -0.809
C 6.13 7.44 4.38  0.153
C 5.74 8.84 4.65  -0.215
C 6.71 9.75 4.95  -0.185
C 8.13 9.39 4.82  -0.080
C 9.21 10.29 4.92  -0.214
C 10.51 9.75 4.96  -0.211
C 10.77 8.40 4.75  -0.230
C 9.73 7.59 4.42  -0.176
C 8.38 8.02 4.56  0.126
N 7.36 7.11 4.41  -0.462
H 4.66 9.09 4.76  0.245
H 6.48 10.75 5.30  0.201
H 9.08 11.34 4.92  0.205
H 11.30 10.48 5.17  0.201
H 11.71 7.89 5.00  0.229
H 9.88 6.52 4.20  0.248

[2]
Below is the molecule C4H8F3N at a distorted geometry, with properties calculated with wB97M-V/def2-TZVPD.

Output
relative energy (zero: lowest compared OMol25 entry of this formula, charge and spin) = 7.8 kcal/mol
LUMO level = 1.1 eV
largest force on an atom = 2.00 eV Å⁻¹
HOMO-LUMO gap = 10.206 eV
HOMO energy = -9.2 eV
SMILES = CN[C@H](C)C(F)(F)F

Each line ends with the natural charge from an NBO analysis.
CARTESIAN COORDINATES (ANGSTROEM)
C 1.83 -1.01 -0.10  -0.411
C -0.25 0.32 -0.32  -0.127
C -0.77 1.78 -0.05  -0.616
C -1.32 -0.71 0.07  0.955
H 2.73 -0.97 0.47  0.201
H 1.36 -2.05 0.12  0.179
H 2.12 -0.85 -1.16  0.194
H 0.95 0.09 1.33  0.363
H -0.04 0.17 -1.39  0.213
H -0.16 2.70 -0.36  0.234
H -0.88 1.88 1.01  0.211
H -1.73 1.83 -0.55  0.217
N 1.01 0.09 0.33  -0.621
F -0.93 -1.98 -0.33  -0.349
F -1.42 -0.75 1.41  -0.330
F -2.51 -0.56 -0.48  -0.314

[3]
Below is a structure of composition C53H35FeN9Se at a distorted geometry, with properties calculated with wB97M-V/def2-TZVPD.

Output
relative energy (zero: lowest compared OMol25 entry of this formula, charge and spin) = 0.0 kcal/mol
LUMO level (spin up / spin down) = 1.0 / 1.0 eV
charge = -1
largest force on an atom = 1.42 eV Å⁻¹
HOMO-LUMO gap (spin up / spin down) = 5.309 / 5.261 eV
multiplicity = 2
HOMO energy (spin up / spin down) = -4.3 / -4.3 eV

Each line ends with the Mulliken charge.
CARTESIAN COORDINATES (ANGSTROEM)
Fe 0.35 0.24 0.09  0.266
C 8.07 1.11 0.61  -0.343
C 7.57 -0.17 0.39  -0.841
C 6.21 -0.37 0.26  0.155
C 5.32 0.70 0.35  -0.662
C 5.83 1.98 0.58  0.118
C 7.20 2.18 0.70  -0.893
C 3.84 0.50 0.23  1.560
C 3.20 -0.15 1.31  0.502
C 3.91 -0.58 2.48  -1.464
C 3.00 -1.13 3.32  -1.918
C 1.74 -1.02 2.66  -0.370
C 0.56 -1.46 3.23  1.833
C 0.67 -2.13 4.57  -0.514
C 0.70 -3.51 4.67  0.357
C 0.80 -4.12 5.91  -0.860
C 0.88 -3.35 7.06  -0.332
C 0.85 -1.97 6.97  -0.864
C 0.74 -1.36 5.72  0.397
C -0.72 -1.29 2.74  -0.713
N -1.08 -0.53 1.63  0.323
C -2.42 -0.53 1.64  -0.561
C -3.21 0.37 0.75  0.780
C -4.65 0.52 1.20  -0.364
C -4.94 1.54 2.11  0.021
C -6.21 1.71 2.63  -0.954
C -7.23 0.85 2.24  -0.457
C -6.97 -0.15 1.31  -0.911
C -5.69 -0.31 0.80  0.003
C -2.39 1.20 -1.34  -1.189
C -2.90 1.65 -2.68  -1.674
C -1.84 1.91 -3.44  -0.934
C -0.63 1.53 -2.68  -0.029
N -0.94 1.06 -1.49  0.527
C 0.66 1.77 -3.18  1.089
C 1.80 1.53 -2.45  0.777
C 3.13 1.84 -2.96  -1.679
C 4.01 1.51 -2.01  -1.685
C 3.24 0.97 -0.90  -0.026
N 1.90 0.97 -1.21  0.278
C 0.79 2.43 -4.51  -0.323
C 1.22 3.75 -4.61  0.023
C 1.32 4.38 -5.84  -0.847
C 0.97 3.71 -7.00  -0.404
C 0.54 2.39 -6.92  -0.733
C 0.45 1.76 -5.69  -0.147
C -2.95 -1.28 2.71  -1.185
C -1.87 -1.77 3.40  -1.644
N 1.89 -0.42 1.43  0.365
H 9.14 1.27 0.71  0.375
H 8.25 -1.01 0.31  0.382
H 5.82 -1.36 0.09  0.441
H 5.14 2.81 0.66  0.524
H 7.58 3.18 0.88  0.384
H 4.97 -0.48 2.64  0.456
H 3.17 -1.57 4.29  0.459
H 0.64 -4.11 3.77  0.468
H 0.82 -5.21 5.98  0.381
H 0.97 -3.83 8.03  0.369
H 0.91 -1.36 7.86  0.380
H 0.72 -0.28 5.65  0.486
H -4.14 2.21 2.42  0.476
H -6.41 2.50 3.33  0.385
H -8.23 0.97 2.65  0.373
H -7.76 -0.81 0.99  0.410
H -5.50 -1.09 0.07  0.430
H -3.94 1.83 -2.89  0.470
H -1.84 2.32 -4.43  0.481
H 3.34 2.24 -3.94  0.476
H 5.08 1.59 -2.05  0.443
H 1.48 4.28 -3.70  0.476
H 1.65 5.41 -5.89  0.376
H 1.04 4.20 -7.96  0.376
H 0.28 1.85 -7.82  0.392
H 0.13 0.72 -5.64  0.519
H -4.00 -1.42 2.93  0.607
H -1.89 -2.38 4.29  0.513
N -3.04 0.12 -0.67  0.633
C -3.20 -1.14 -1.27  1.729
C -3.12 -1.30 -2.66  -0.576
C -3.38 -2.52 -3.27  -0.770
C -3.70 -3.63 -2.52  -0.769
C -3.74 -3.51 -1.14  -1.011
C -3.49 -2.29 -0.53  0.038
H -2.55 2.08 -0.71  0.772
H -2.74 1.34 0.92  0.274
H -2.85 -0.46 -3.29  0.264
H -3.29 -2.59 -4.35  0.428
H -3.89 -4.59 -3.00  0.365
H -3.96 -4.37 -0.53  0.428
H -3.51 -2.25 0.55  0.218
Se 1.02 4.32 2.38  -0.204
C 0.64 2.84 1.53  0.555
N 0.39 1.85 0.95  -0.018
N 0.30 -1.36 -0.81  0.367
C 0.15 -2.27 -1.53  1.099
N 0.04 -3.34 -2.17  -0.797
C -0.10 -3.71 -3.41  0.490
N -0.20 -4.14 -4.48  -0.678

[4]
Below is the molecule C4H7NO2, with properties calculated with wB97M-V/def2-TZVPD.

Output
relative energy (zero: lowest compared OMol25 entry of this formula, charge and spin) = 84.2 kcal/mol
LUMO level = 1.0 eV
largest force on an atom = 0.58 eV Å⁻¹
HOMO-LUMO gap = 10.798 eV
HOMO energy = -9.8 eV
SMILES = C/C(=N\O)[C@H]1CO1

Each line ends with the natural charge from an NBO analysis.
CARTESIAN COORDINATES (ANGSTROEM)
C 0.56 1.59 -0.57  -0.686
C 0.11 0.17 -0.35  0.186
N 0.71 -0.88 -0.75  -0.131
O 1.86 -0.64 -1.47  -0.566
C -1.15 -0.17 0.38  0.016
C -1.04 -1.16 1.44  -0.092
O -1.25 0.22 1.75  -0.485
H 0.52 1.85 -1.64  0.237
H -0.06 2.29 -0.01  0.231
H 1.60 1.71 -0.25  0.243
H 2.15 -1.54 -1.67  0.479
H -2.08 -0.07 -0.18  0.194
H -1.86 -1.85 1.66  0.184
H -0.04 -1.52 1.67  0.192

Question: Which of these has the lowest largest force on an atom?
Answer: C4H7NO2